Record 1
Here is a molecular structure, C34H38AsF6N6O2SY in a non-equilibrium geometry from the Open Molecules 2025 dataset. Energies are from the ωB97M-V functional and the def2-TZVPD basis.

As for the HOMO-LUMO gap: 7.4 eV. As for the energy relative to the best compared isomer or geometry (same formula, charge and spin): 0.647 eV.

Atoms and positions in Å:
Y (0.2536, -0.3037, -1.0288)
C (2.5754, -0.7119, 1.7634)
N (2.2895, -0.2384, 0.4058)
C (3.3161, 0.0419, -0.3300)
C (3.2250, 0.4602, -1.6846)
C (4.2670, 0.7652, -2.5610)
C (3.6704, 1.0170, -3.7996)
C (2.2962, 0.8460, -3.6069)
N (2.0107, 0.5196, -2.3365)
C (2.7590, 0.4012, 2.7755)
C (3.9233, 1.1684, 2.7970)
C (4.0672, 2.2161, 3.6955)
C (3.0493, 2.5068, 4.5979)
C (1.8936, 1.7393, 4.5948)
C (1.7518, 0.6951, 3.6876)
H (3.4701, -1.3430, 1.7463)
H (1.7387, -1.3309, 2.0843)
H (4.3333, -0.0917, 0.0483)
H (5.3179, 0.7946, -2.3123)
H (4.1567, 1.2873, -4.7233)
H (1.5085, 0.9542, -4.3381)
H (4.7298, 0.9466, 2.1078)
H (4.9785, 2.8007, 3.6985)
H (3.1624, 3.3225, 5.3013)
H (1.0912, 1.9572, 5.2891)
H (0.8323, 0.1240, 3.6645)
C (-5.8998, -0.8916, -1.4426)
C (-4.9717, -0.3613, -0.5543)
C (-3.6192, -0.6358, -0.7044)
C (-3.2151, -1.4740, -1.7301)
C (-4.1265, -2.0049, -2.6255)
C (-5.4744, -1.7078, -2.4837)
N (-1.7993, -1.7659, -1.8567)
N (-1.5818, -2.9578, -2.1042)
C (-0.1859, -3.3212, -2.2290)
C (-0.0008, -4.6282, -2.6700)
C (1.2884, -5.0971, -2.8633)
C (2.3557, -4.2355, -2.6236)
C (2.1253, -2.9353, -2.1806)
C (0.8428, -2.4232, -1.9418)
H (-6.9509, -0.6570, -1.3332)
H (-5.2954, 0.2841, 0.2528)
H (-2.8823, -0.1974, -0.0417)
H (-3.7719, -2.6365, -3.4289)
H (-6.1897, -2.1101, -3.1894)
H (-0.8663, -5.2516, -2.8671)
H (1.4600, -6.1069, -3.2137)
H (3.3702, -4.5781, -2.7955)
H (2.9890, -2.2925, -2.0250)
C (-2.6604, 3.1147, -1.3041)
C (-1.4930, 2.2892, -1.8332)
O (-1.3105, 1.1535, -1.1236)
C (-1.7864, 1.8570, -3.2945)
F (-0.9528, 0.8588, -3.6687)
F (-1.6922, 2.8335, -4.2013)
F (-3.0240, 1.3520, -3.3883)
C (-0.1694, 3.1794, -1.7673)
F (0.6728, 2.6826, -0.8392)
F (0.5113, 3.2464, -2.9145)
F (-0.4190, 4.4497, -1.3956)
H (-3.5655, 2.5149, -1.3755)
H (-2.8011, 4.0509, -1.8437)
H (-2.4686, 3.3233, -0.2517)
S (-1.0786, 1.3749, 2.1069)
C (-0.5288, 2.9145, 2.4264)
N (-1.2490, 3.9620, 2.9066)
C (-0.5130, 5.2199, 2.8348)
C (0.9357, 4.7358, 2.6050)
N (0.7258, 3.3495, 2.2302)
H (-2.2511, 3.8986, 2.9142)
H (-0.6078, 5.7889, 3.7574)
H (-0.8611, 5.8376, 2.0051)
H (1.5461, 4.8173, 3.5067)
H (1.4235, 5.2887, 1.8041)
H (1.4496, 2.7125, 1.9403)
C (0.6681, -4.1835, 0.9653)
As (-0.8017, -3.0385, 1.3859)
C (-0.8635, -2.9279, 3.2880)
C (-2.4387, -3.8673, 0.8754)
O (-0.6405, -1.4746, 0.8075)
H (0.9871, -4.6728, 1.8842)
H (1.4668, -3.5675, 0.5548)
H (0.3769, -4.9159, 0.2148)
H (-1.0723, -3.9077, 3.7149)
H (-1.6423, -2.2179, 3.5610)
H (0.0943, -2.5586, 3.6514)
H (-2.5924, -4.7255, 1.5285)
H (-2.4097, -4.1724, -0.1687)
H (-3.2327, -3.1350, 1.0159)

Record 2
Here is a single C4H9N3O molecule in a non-equilibrium geometry from the Open Molecules 2025 dataset. Energies are from the ωB97M-V functional and the def2-TZVPD basis.

As for the HOMO-LUMO gap (spin up / spin down): 8.5 / 8.5 eV. As for the energy relative to the best compared isomer or geometry (same formula, charge and spin): 3.792 eV. The SMILES is C/N=C(C)\C(N)=N/O.

Atoms and positions in Å:
C (1.8811, -1.0558, -0.3829)
N (1.2660, -0.2562, 0.6574)
C (-0.0243, -0.0014, 0.6721)
C (-0.7138, 0.2680, 1.9768)
C (-0.7469, 0.1886, -0.5918)
N (-1.9649, -0.3847, -0.8525)
N (-0.1023, 0.7670, -1.6122)
O (0.7011, 1.8361, -1.2023)
H (1.1791, -1.5341, -1.0736)
H (2.5971, -0.4382, -0.9330)
H (2.4570, -1.8580, 0.0949)
H (-1.2101, -0.6440, 2.3239)
H (-1.4564, 1.0624, 1.8739)
H (0.0142, 0.5739, 2.7335)
H (-2.4919, 0.0804, -1.5812)
H (-2.5157, -0.7113, -0.0710)
H (1.1307, 2.1074, -2.0318)

Record 3
Here is 2 unconnected molecules or ions with the total composition C4H12N3P in a non-equilibrium geometry from the Open Molecules 2025 dataset. Energies are from the ωB97M-V functional and the def2-TZVPD basis.

As for the HOMO-LUMO gap: 10.2 eV. The charge is +2. As for the energy relative to the best compared isomer or geometry (same formula, charge and spin): 0.708 eV.

Atoms and positions in Å:
C (2.1614, -0.0981, -0.0629)
C (-1.7853, -0.1436, -0.7110)
C (2.5071, -1.1589, 0.8181)
C (-3.2658, 1.1566, 0.7633)
N (2.6384, -0.1421, -1.3265)
N (1.1049, 0.5943, 0.3490)
N (-2.4433, 0.9268, -0.4300)
P (-1.0374, -1.6272, -0.7718)
H (2.0017, -1.0163, 1.7969)
H (3.5137, -1.2371, 1.1239)
H (2.4425, -2.2576, 0.5196)
H (-3.3186, 2.2478, 0.7342)
H (-2.9181, 0.5442, 1.5884)
H (-4.2442, 0.8089, 0.4451)
H (3.4521, -0.7546, -1.5623)
H (2.4587, 0.5851, -2.1287)
H (0.9660, 0.7673, 1.3941)
H (-2.6480, 1.6079, -1.1468)
H (-2.4083, -2.1372, -1.1207)
H (0.8225, 1.3338, -0.2718)

> Number 3 is which compound?

C4H12N3P